Molecular formula: C3H12ClNSi2
Method: DFT, wB97M-V/def2-TZVPD

Each line ends with the Löwdin charge.
Atoms and positions in Å:
C1 -0.56325 2.29151 0.36676  -0.0884
C2 1.32032 0.05046 0.07719  -0.1584
C3 -0.31603 1.14453 1.37693  -0.3015
N1 0.03903 -0.11334 0.75372  -0.4200
Si1 -0.89956 -1.50373 0.60579  0.5310
Si2 -0.14536 -2.55546 -3.36777  0.2369
Cl1 1.89018 -2.71338 -3.08800  0.0099
H1 -0.85122 1.85526 -0.48199  0.0242
H2 -1.30344 3.01147 0.62135  0.0607
H3 0.29496 2.94382 0.23450  0.0720
H4 1.90083 0.94483 0.48941  0.1050
H5 1.89011 -0.87545 0.47920  0.0843
H6 1.23350 -0.08840 -1.01872  0.0502
H7 0.45590 1.63554 2.01190  0.1109
H8 -1.28326 0.90118 1.87532  0.1008
H9 -1.77409 -1.78748 1.88045  -0.0525
H10 0.17115 -2.65323 0.22771  -0.0233
H11 -1.79272 -1.31343 -0.43807  -0.1210
H12 -0.26703 -1.17469 -2.60568  -0.2208

Calculated values
Energy = -33071.271 eV
Frontier orbital gap = 0.2765 Ha
E_HOMO = -8.49 eV
Charge = 0
Energy above the lowest of the compared OMol25 structures with the same formula, charge and spin = 485.51 kJ/mol